# 1
Computed, not measured: a molecular structure, C15H15ClN5O2SZn, with ωB97M-V/def2-TZVPD.

ΔE to the lowest compared entry with this formula, charge and spin	0.140	eV
gap between HOMO and LUMO	6.7	eV
total charge	-1
LUMO	2.4	eV

Atoms and positions in Å:
Zn 0.520 -2.260 0.107
N -0.368 -2.374 -4.339
C 0.146 -2.232 -3.057
S -0.107 -3.547 -1.960
N 0.741 -1.095 -2.841
N 1.215 -0.943 -1.539
C 1.887 0.137 -1.386
C 2.491 0.632 -0.162
C 3.139 1.870 -0.244
C 3.760 2.455 0.840
C 3.733 1.763 2.058
C 3.111 0.543 2.174
C 2.456 -0.078 1.073
O 1.868 -1.207 1.232
H -0.482 -3.328 -4.635
H 0.066 -1.756 -5.008
H 2.010 0.763 -2.273
H 3.145 2.374 -1.206
H 4.253 3.413 0.751
H 4.214 2.194 2.930
H 3.092 0.006 3.115
N -3.652 3.485 1.063
C -4.007 2.358 0.390
O -5.086 2.246 -0.159
C -2.989 1.249 0.381
C -1.987 1.139 1.335
C -1.085 0.093 1.235
N -1.141 -0.795 0.248
C -2.105 -0.701 -0.666
C -3.061 0.302 -0.628
H -4.295 4.257 1.037
H -2.711 3.644 1.368
H -1.899 1.820 2.171
H -0.289 -0.053 1.955
H -2.091 -1.455 -1.445
H -3.843 0.362 -1.370
Cl -0.793 -2.964 2.989
C 0.012 -3.681 1.478
H -0.725 -4.394 1.109
H 0.857 -4.241 1.879

Löwdin population analysis, charges in e, atoms 1 to 2: Zn 0.443; N 0.020

***

# 2
Computed, not measured: a molecular structure, C29H30CrNO3, with ωB97M-V/def2-TZVPD.

spin multiplicity	4
ΔE to the lowest compared entry with this formula, charge and spin	0.200	eV
<S²>	3.845
gap between HOMO and LUMO (spin up / spin down)	7.2 / 6.5	eV
total charge	+2
LUMO (spin up / spin down)	-5.6 / -7.7	eV

Atoms and positions in Å:
C 2.952 -0.987 1.824
C 2.199 -1.954 2.728
C 0.716 -2.045 2.377
N 0.071 -0.793 2.038
C -1.294 -0.749 1.907
C -1.983 0.418 1.646
C -3.434 0.564 1.944
C -4.193 -0.724 2.358
C -3.532 -1.993 1.821
C -2.036 -2.057 2.151
C 0.808 0.415 1.748
C 2.331 0.392 1.957
H 4.003 -0.943 2.127
H 2.919 -1.326 0.782
H 2.627 -2.959 2.657
H 2.300 -1.630 3.771
H 0.606 -2.757 1.539
H 0.209 -2.505 3.239
H -1.492 1.291 1.248
H -3.585 1.299 2.752
H -3.941 0.995 1.068
H -4.236 -0.775 3.453
H -5.232 -0.675 2.007
H -4.037 -2.876 2.230
H -3.660 -2.027 0.732
H -1.601 -2.887 1.569
H -1.940 -2.347 3.213
H 0.616 0.742 0.714
H 0.423 1.221 2.392
H 2.535 0.787 2.961
H 2.781 1.092 1.243
O 1.958 5.396 -6.490
C 2.013 4.503 -5.743
Cr 2.301 3.185 -4.401
C 2.043 4.591 -3.165
O 1.957 5.545 -2.497
C 4.100 3.780 -4.509
O 5.149 4.278 -4.621
C 2.279 1.364 -5.583
C 0.979 1.877 -5.470
C 0.453 2.179 -4.204
C 1.152 1.835 -3.016
C 0.585 2.083 -1.710
C 0.005 2.532 -0.715
C -0.605 3.070 0.391
C -1.386 4.273 0.272
C -1.721 5.029 1.425
C -2.479 6.190 1.325
C -2.939 6.626 0.073
C -2.598 5.912 -1.085
C -1.822 4.756 -0.995
C 2.516 1.482 -3.167
C 3.048 1.171 -4.429
H 2.701 1.152 -6.567
H 0.383 2.081 -6.362
H -0.529 2.655 -4.111
H -0.283 2.812 1.400
H -1.348 4.679 2.390
H -2.710 6.759 2.227
H -3.553 7.523 0.001
H -2.933 6.259 -2.065
H -1.526 4.207 -1.891
H 3.138 1.415 -2.269
H 4.077 0.814 -4.503

Löwdin population analysis, charges in e, atoms 1 to 2: C -0.190; C -0.158

***

# 3
Computed, not measured: C6H11N in the gas phase, with ωB97M-V/def2-TZVPD.

structure (SMILES)	C/C=C/C(C)=C/N
ΔE to the lowest compared entry with this formula, charge and spin	2.242	eV
gap between HOMO and LUMO	8.4	eV
total charge	0
LUMO	1.1	eV

Atoms and positions in Å:
C -1.610 1.346 -2.354
C -0.648 0.653 -1.440
C -0.799 0.385 -0.147
C 0.208 -0.300 0.679
C -0.266 -1.360 1.638
C 1.536 -0.134 0.468
N 2.535 -0.354 1.432
H -1.347 1.367 -3.408
H -1.668 2.402 -2.074
H -2.595 0.890 -2.344
H 0.250 0.292 -1.929
H -1.809 0.397 0.254
H -0.818 -2.155 1.140
H -0.869 -0.938 2.452
H 0.545 -1.849 2.175
H 1.977 -0.077 -0.525
H 3.108 0.392 1.785
H 2.271 -0.955 2.198

Löwdin population analysis, charges in e, atoms 1 to 2: C -0.110; C -0.168

***

# 4
Computed, not measured: a molecular structure, C5H5NO2, with ωB97M-V/def2-TZVPD.

ΔE to the lowest compared entry with this formula, charge and spin	5.359	eV
gap between HOMO and LUMO	8.7	eV
total charge	0
LUMO	0.3	eV

Atoms and positions in Å:
C 0.386 0.235 -0.469
C 1.145 -0.759 0.389
N -1.247 -0.145 -0.744
C 0.070 -1.377 -1.317
C -0.890 0.726 0.172
C -1.229 1.605 1.113
O 0.731 -1.967 -0.315
O -0.154 -1.759 -2.402
H 0.880 0.938 -1.129
H 0.828 -0.814 1.428
H 2.225 -0.641 0.310
H -0.480 2.228 1.574
H -2.265 1.730 1.391

Löwdin population analysis, charges in e, atoms 1 to 2: C -0.115; C -0.065

***

# 5
Computed, not measured: 2 unconnected molecules or ions with the total composition CH3NO2S2, with ωB97M-V/def2-TZVPD.

ΔE to the lowest compared entry with this formula, charge and spin	4.924	eV
gap between HOMO and LUMO	7.5	eV
total charge	0
LUMO	-1.3	eV

Atoms and positions in Å:
C 0.394 0.393 -1.164
N -0.405 1.054 -0.442
O -0.558 2.375 -0.999
O -1.191 0.580 0.452
S 1.664 -0.276 -1.724
S 0.998 -2.085 1.262
H -1.484 2.587 -0.744
H -0.118 -1.393 1.219
H 0.699 -3.234 2.141

Löwdin population analysis, charges in e, atoms 1 to 2: C -0.611; N -0.357

***

# 6
Computed, not measured: a molecular structure, C19H6Cl10N2SSr, with ωB97M-V/def2-TZVPD.

ΔE to the lowest compared entry with this formula, charge and spin	0.000	eV
gap between HOMO and LUMO	9.0	eV
total charge	0
LUMO	-0.1	eV

Atoms and positions in Å:
Sr 0.226 1.186 0.736
Cl 0.787 -2.069 3.401
C 0.701 -0.487 4.158
C 0.384 0.592 3.351
C 0.320 1.797 4.014
Cl -0.086 3.236 3.037
C 0.551 1.987 5.371
Cl 0.454 3.542 6.103
C 0.866 0.864 6.135
Cl 1.158 1.027 7.821
C 0.941 -0.391 5.527
Cl 1.324 -1.779 6.471
Cl -1.155 3.064 -1.232
C 0.226 2.524 -2.242
C 1.193 1.774 -1.617
C 2.215 1.351 -2.446
Cl 3.470 0.345 -1.745
C 2.283 1.653 -3.803
Cl 3.578 1.083 -4.786
C 1.270 2.430 -4.373
Cl 1.324 2.827 -6.047
C 0.212 2.878 -3.586
Cl -1.053 3.824 -4.270
N -2.207 -0.572 1.828
C -1.955 -1.227 0.655
N -0.858 -1.035 -0.016
C -0.859 -1.778 -1.196
C 0.167 -1.802 -2.135
C 0.001 -2.568 -3.273
C -1.165 -3.306 -3.484
C -2.190 -3.294 -2.555
C -2.020 -2.524 -1.413
S -3.112 -2.306 -0.069
H -1.416 -0.465 2.465
H -3.072 -0.793 2.294
H 1.071 -1.230 -1.970
H 0.790 -2.594 -4.013
H -1.270 -3.898 -4.383
H -3.093 -3.867 -2.715

Löwdin population analysis, charges in e, atoms 1 to 2: Sr 1.288; Cl 0.639

***

# 7
Computed, not measured: a molecular structure, C23H22ClO4PdS2, with ωB97M-V/def2-TZVPD.

spin multiplicity	3
ΔE to the lowest compared entry with this formula, charge and spin	0.000	eV
<S²>	2.046
gap between HOMO and LUMO (spin up / spin down)	7.8 / 5.7	eV
total charge	+1
LUMO (spin up / spin down)	-3.2 / -5.7	eV

Atoms and positions in Å:
Pd 1.528 -1.809 -0.145
O 1.685 -1.662 -2.330
S 1.463 -0.551 -3.328
C 2.479 0.830 -2.698
C 1.936 2.249 -2.837
C 1.120 2.716 -1.626
C 1.993 2.961 -0.390
S 1.772 1.780 0.964
O 1.744 0.428 0.311
C 0.078 2.161 1.389
C -0.223 3.391 1.963
C -1.531 3.662 2.328
C -2.520 2.704 2.139
C -2.201 1.472 1.589
C -0.894 1.193 1.211
C -0.206 0.045 -3.122
C -0.732 0.828 -4.142
C -2.031 1.301 -4.035
C -2.804 0.957 -2.933
C -2.283 0.132 -1.946
C -0.979 -0.330 -2.037
H 3.417 0.701 -3.240
H 2.643 0.560 -1.654
H 1.339 2.353 -3.743
H 2.786 2.922 -2.971
H 0.339 1.988 -1.396
H 0.607 3.644 -1.880
H 1.822 3.939 0.064
H 3.060 2.902 -0.621
H 0.551 4.130 2.132
H -1.777 4.618 2.769
H -3.539 2.918 2.433
H -2.972 0.724 1.456
H -0.619 0.236 0.787
H -0.140 1.054 -5.021
H -2.446 1.917 -4.820
H -3.822 1.316 -2.857
H -2.898 -0.158 -1.104
H -0.563 -0.986 -1.281
Cl -1.198 -6.236 5.137
C -0.413 -5.064 4.182
C 0.216 -3.969 4.801
C 0.842 -3.035 4.033
C 0.870 -3.131 2.593
O 1.448 -2.229 1.947
C 0.222 -4.286 1.986
C 0.203 -4.559 0.537
O 0.725 -3.899 -0.335
C -0.399 -5.211 2.788
H 0.195 -3.888 5.879
H 1.338 -2.180 4.472
H -0.348 -5.471 0.256
H -0.881 -6.076 2.347

Löwdin population analysis, charges in e, atoms 1 to 2: Pd 0.767; O -0.599

***

# 8
Computed, not measured: C3H5NOS3 in the gas phase, with ωB97M-V/def2-TZVPD.

structure (SMILES)	OC(=S)[C@H](S)/C=N/S
ΔE to the lowest compared entry with this formula, charge and spin	3.724	eV
gap between HOMO and LUMO	8.1	eV
total charge	0
LUMO	-0.7	eV

Atoms and positions in Å:
O -1.578 2.031 -0.970
C -1.364 0.748 -0.276
S -2.366 -0.412 0.461
C 0.108 0.513 -0.030
S 0.854 0.921 -1.710
C 0.518 -0.810 0.347
N 1.332 -1.226 1.287
S 2.067 -2.757 1.167
H -2.632 2.112 -1.052
H 0.540 1.054 0.882
H -0.194 2.001 -2.173
H 0.095 -1.608 -0.200
H 2.618 -2.567 2.266

Löwdin population analysis, charges in e, atoms 1 to 2: O -0.170; C -0.750